(1)
{
  "formula": "C3H3NOS",
  "method": "ωB97M-V/def2-TZVPD",
  "symbols": ["S", "C", "C", "C", "O", "N", "H", "H", "H"],
  "xyz": [[-2.585470, 0.262193, -0.083052], [-1.019515, 0.009474, 0.076393], [0.222447, 1.030762, 0.119239], [1.265249, 0.244546, -0.025240], [0.926851, -1.088273, -0.015487], [-0.404001, -1.161281, -0.016673], [0.109005, 2.163443, -0.041131], [2.300435, 0.642134, -0.245030], [-0.815002, -2.103000, 0.230981]],
  "forces_ev_per_a": [[-2.0, 0.4, 0.2], [3.0, 2.5, -0.2], [-3.6, 0.3, -0.9], [1.2, 0.6, -0.3], [3.3, 0.0, -0.1], [-1.9, -1.8, 0.7], [0.3, -2.2, 0.6], [-1.1, -1.5, 0.5], [0.8, 1.7, -0.5]],
  "lowdin_charge": [0.6184, -0.8959, -0.0209, -0.1302, -0.0322, -0.0321, 0.1381, 0.1522, 0.2027],
  "largest_force_ev_per_a": 3.964,
  "lumo_ev": 0.72,
  "homo_ev": -8.391,
  "orbital_gap_ha": 0.3347,
  "smiles": "S=c1cco[nH]1",
  "e_above_lowest_kj_mol": 232.6,
  "e_tot_ev": -17529.5293
}



(2)
{
  "formula": "C2H5NaO3",
  "method": "ωB97M-V/def2-TZVPD",
  "symbols": ["H", "O", "O", "C", "H", "Na", "O", "C", "H", "H", "H"],
  "xyz": [[-1.995793, -0.550840, 2.520345], [-0.929045, -0.062436, 0.803156], [0.475888, -0.456040, 0.773848], [-1.352215, 0.174045, 2.003122], [-1.651519, 1.222502, 2.134361], [1.720357, -3.035262, -0.789660], [0.744862, -1.936288, 1.190610], [0.450297, -2.223312, 2.510419], [1.300775, -2.798475, 2.895916], [-0.269239, -1.137137, 2.846025], [-0.473434, -2.802185, 2.652370]],
  "forces_ev_per_a": [[0.6, -0.3, 0.3], [2.1, -1.1, -0.2], [0.4, -2.3, 0.6], [-3.3, 0.7, -0.5], [0.9, 0.2, 0.8], [0.1, -0.1, -0.3], [-0.9, 2.4, -2.6], [-3.4, 1.7, 0.9], [0.1, 1.3, 1.1], [3.1, -1.9, 0.5], [0.3, -0.6, -0.6]],
  "lowdin_charge": [0.1507, 0.0554, 0.1013, 0.2715, 0.1719, 0.9210, -0.1221, 0.0214, 0.1427, 0.1737, 0.1124],
  "largest_force_ev_per_a": 3.896,
  "lumo_ev": [-12.75, -12.75],
  "total_charge": 2,
  "homo_ev": [-20.295, -20.295],
  "orbital_gap_ha": [0.2771, 0.2771],
  "e_tot_ev": -12685.9468
}



(3)
{
  "formula": "H25O13",
  "method": "ωB97M-V/def2-TZVPD",
  "symbols": ["O", "H", "H", "O", "H", "H", "O", "H", "O", "H", "H", "O", "H", "H", "O", "H", "H", "O", "H", "H", "O", "H", "H", "O", "H", "H", "O", "H", "H", "O", "H", "H", "O", "H", "H", "O", "H", "H"],
  "xyz": [[-0.909072, -0.908366, -0.950638], [-0.432694, -1.613115, -1.535112], [1.377057, -0.582486, -3.077076], [1.468522, 2.893572, -1.024443], [0.701349, 2.680743, -0.414806], [1.064128, 3.583118, -1.544833], [-1.339041, 0.637967, 0.903707], [-1.097318, 1.499108, 0.617639], [2.171528, 1.138953, 2.853616], [1.605977, 0.594582, 3.362802], [2.256997, 1.046623, 2.064049], [1.769023, -1.521343, -3.406982], [0.881211, 1.356517, -2.076053], [1.054662, -1.960960, -2.932003], [-1.880229, 1.942574, -1.366000], [-2.120919, 0.924178, -1.484759], [-0.903835, 1.976572, -1.618101], [1.817541, -0.066236, 0.177789], [2.668217, -0.355970, -0.140574], [-1.435640, -0.121537, 0.539759], [-1.027154, -3.439495, -0.443154], [-0.138080, -3.678814, -0.839596], [-0.923430, -2.586274, 0.028186], [0.684761, 0.573013, -2.116382], [-0.332405, -0.134673, -1.454616], [1.293496, 0.255374, -0.566491], [2.244510, -2.410102, -0.475902], [2.234326, -1.698563, -1.197893], [1.478420, -1.955058, -0.125341], [-2.221120, 3.116629, 0.657598], [-2.766167, 2.798750, 0.057354], [-2.246172, 3.994395, 0.975335], [-0.058799, 0.268113, 3.426540], [-0.514273, 0.486445, 2.622213], [-0.466169, -0.250245, 3.858148], [-1.730431, -2.445573, 2.156429], [-1.892177, -3.342644, 1.738748], [-2.336607, -2.695778, 2.750842]],
  "forces_ev_per_a": [[2.2, -1.3, -3.4], [-2.0, 1.4, 1.7], [1.3, -1.0, -0.9], [-1.6, -0.1, 1.3], [1.6, 0.1, -0.6], [0.1, 0.6, -0.5], [0.3, 6.9, 7.7], [-0.2, 0.1, -1.3], [1.2, 4.1, 14.7], [-1.2, -0.9, -0.5], [0.8, -2.7, -14.7], [-1.5, 2.3, 1.2], [3.7, 13.0, 0.5], [0.2, -1.1, -0.3], [0.6, -3.1, -2.1], [1.1, 3.0, 0.3], [-1.9, -0.6, 0.2], [-0.1, 0.7, 1.8], [0.3, 0.3, -0.1], [-0.2, -6.9, -4.9], [1.3, -0.9, -0.3], [-1.4, 0.6, 1.0], [0.1, -0.4, -0.6], [-3.7, -13.3, -1.1], [-0.5, -0.2, 0.9], [0.1, 0.2, -1.0], [-0.3, 0.9, -2.3], [1.1, -2.0, 0.2], [-0.6, -0.2, 1.7], [5.1, 1.4, 5.6], [-4.0, -1.4, -4.5], [-0.9, 1.1, -0.1], [8.6, 10.5, -7.4], [-0.6, 0.0, -1.3], [-8.9, -11.1, 8.9], [2.3, -1.4, -3.9], [1.5, 1.3, -1.0], [-3.8, 0.2, 4.8]],
  "lowdin_charge": [-0.2109, 0.0663, 0.0473, -0.0445, 0.0715, 0.0398, 0.0095, 0.0078, 0.0427, -0.0153, -0.1751, -0.1523, -0.1990, -0.0174, -0.1399, 0.1177, 0.0443, -0.0644, 0.0441, -0.0996, -0.1151, 0.0617, 0.0022, -0.2295, 0.0005, -0.0198, -0.1027, 0.0386, -0.0076, 0.0044, -0.0555, 0.0385, 0.0831, 0.0320, -0.1279, -0.0085, 0.0759, -0.0430],
  "largest_force_ev_per_a": 16.766,
  "lumo_ev": 2.75,
  "total_charge": -1,
  "homo_ev": -6.676,
  "orbital_gap_ha": 0.3465,
  "e_above_lowest_kj_mol": 812.6,
  "e_tot_ev": -27018.9532
}



(4)
{
  "formula": "C16H28N2O6S",
  "method": "ωB97M-V/def2-TZVPD",
  "symbols": ["C", "C", "C", "O", "C", "O", "C", "C", "C", "C", "C", "S", "C", "C", "N", "C", "O", "O", "C", "C", "N", "C", "O", "O", "C", "H", "H", "H", "H", "H", "H", "H", "H", "H", "H", "H", "H", "H", "H", "H", "H", "H", "H", "H", "H", "H", "H", "H", "H", "H", "H", "H", "H"],
  "xyz": [[5.821656, -3.603962, -0.257532], [6.439231, -2.605952, -1.229330], [5.655706, -1.296374, -1.279736], [4.363641, -1.501114, -1.849819], [3.297755, -1.416557, -1.051050], [3.345663, -1.153513, 0.123489], [2.025830, -1.665612, -1.826460], [1.655328, -0.451157, -2.688587], [1.673249, 0.873345, -1.924629], [0.753847, 0.924883, -0.703951], [-0.729720, 0.840623, -1.048878], [-1.347543, -0.889590, -1.252403], [-2.978857, -0.556264, -0.511441], [-3.062679, 0.962660, -0.357277], [-4.033643, 1.358332, 0.633083], [-5.354648, 1.162443, 0.421049], [-5.823811, 0.565743, -0.516412], [-6.081480, 1.711294, 1.419801], [-7.485472, 1.536116, 1.310042], [-1.646897, 1.422211, 0.023456], [-1.262878, 0.932502, 1.327829], [-1.518651, 1.612160, 2.464328], [-2.148561, 2.644212, 2.518890], [-0.987176, 0.983311, 3.529050], [-1.208951, 1.614253, 4.782229], [5.772250, -3.180747, 0.743107], [6.414531, -4.514499, -0.222102], [4.811893, -3.864380, -0.567212], [6.468907, -3.035620, -2.232389], [7.461430, -2.373896, -0.925758], [5.534699, -0.881436, -0.273613], [6.163308, -0.570154, -1.921304], [2.172686, -2.526602, -2.478203], [1.222971, -1.884299, -1.124280], [2.364831, -0.376736, -3.514864], [0.662808, -0.625814, -3.105478], [2.690932, 1.072004, -1.581840], [1.397589, 1.674922, -2.614721], [1.036328, 0.132123, -0.012121], [0.920583, 1.878511, -0.195717], [-0.917772, 1.354613, -1.995785], [-3.758578, -0.945723, -1.160963], [-3.034562, -1.049294, 0.459368], [-3.334042, 1.399607, -1.329404], [-3.737826, 1.965401, 1.386426], [-7.920021, 2.062296, 2.156018], [-7.850491, 1.954001, 0.369588], [-7.742586, 0.475283, 1.345439], [-1.596550, 2.516732, 0.052086], [-0.786992, 0.046398, 1.391378], [-0.801876, 2.627119, 4.776880], [-2.277702, 1.665037, 5.000177], [-0.697687, 1.001158, 5.519541]],
  "forces_ev_per_a": [[0.1, 0.1, -0.1], [-0.4, 0.2, 0.1], [0.6, 0.1, 0.3], [0.1, -0.1, -0.4], [-0.5, -0.2, 0.1], [0.0, 0.0, 0.1], [0.0, 0.1, 0.0], [0.1, 0.1, 0.1], [-0.1, -0.1, 0.1], [0.0, 0.1, -0.3], [-0.1, -0.2, 0.0], [0.1, 0.0, 0.0], [0.1, -0.2, -0.2], [-0.1, -0.1, -0.1], [0.1, 0.2, 0.2], [0.2, 0.2, 0.4], [-0.3, -0.2, -0.4], [0.3, 0.1, 0.1], [-0.2, -0.1, -0.2], [-0.4, 0.3, -0.1], [0.2, -0.3, 0.0], [0.2, -0.4, 0.0], [-0.2, 0.4, 0.1], [0.1, -0.1, -0.3], [-0.2, 0.3, 0.2], [0.0, 0.0, 0.1], [0.0, -0.1, 0.0], [-0.1, -0.1, 0.0], [0.1, 0.0, 0.0], [0.0, 0.0, -0.1], [0.1, 0.0, -0.2], [-0.1, -0.1, 0.1], [0.0, -0.1, 0.0], [0.1, -0.1, 0.1], [-0.1, 0.0, -0.1], [0.0, 0.0, -0.1], [0.1, 0.1, 0.0], [0.1, 0.1, 0.0], [0.0, 0.0, 0.1], [0.0, 0.0, 0.1], [0.0, 0.1, 0.1], [0.0, 0.1, 0.1], [-0.1, 0.1, 0.0], [0.1, -0.1, 0.1], [-0.1, 0.0, 0.0], [0.0, 0.0, 0.0], [0.0, 0.0, 0.1], [0.0, 0.1, 0.0], [0.1, -0.1, -0.1], [0.0, 0.0, 0.1], [0.0, -0.1, 0.0], [0.1, 0.0, 0.0], [0.0, 0.0, 0.0]],
  "lowdin_charge": [-0.0973, -0.2214, -0.1768, 0.0013, -0.5165, 0.1057, -0.1003, -0.1940, -0.1928, -0.2103, -0.4877, 0.9402, -0.3956, -0.3101, 0.1362, -0.5789, 0.0995, -0.0295, -0.0599, -0.2878, 0.1382, -0.5727, 0.0852, -0.0209, -0.0504, 0.0785, 0.0699, 0.0719, 0.1099, 0.1104, 0.1226, 0.1265, 0.1273, 0.0809, 0.1156, 0.0849, 0.1140, 0.1156, 0.0973, 0.1263, 0.1187, 0.0744, 0.0843, 0.1629, 0.1234, 0.0905, 0.0942, 0.0950, 0.1674, 0.1482, 0.0962, 0.0971, 0.0928],
  "largest_force_ev_per_a": 0.690,
  "lumo_ev": 0.73,
  "homo_ev": -8.788,
  "orbital_gap_ha": 0.3496,
  "smiles": "CCCOC(=O)CCCC[C@H]1SC[C@@H](NC(=O)OC)[C@H]1NC(=O)OC",
  "e_above_lowest_kj_mol": 16.2,
  "e_tot_ev": -43149.1445
}



(5)
{
  "formula": "C9H21N2OPSeTl",
  "method": "ωB97M-V/def2-TZVPD",
  "symbols": ["Tl", "H", "H", "P", "C", "H", "H", "H", "C", "H", "H", "H", "C", "H", "H", "H", "C", "O", "H", "H", "C", "N", "C", "C", "N", "C", "C", "Se", "H", "H", "H", "H", "H", "H", "H", "H"],
  "xyz": [[-0.342715, 1.343052, 0.837847], [1.130107, 3.055105, -0.258614], [0.975278, 2.631657, -0.870958], [-0.069301, -0.304230, -2.549838], [1.086785, -1.200730, -3.643639], [0.660853, -1.274821, -4.653832], [2.053401, -0.684278, -3.680949], [1.237681, -2.208391, -3.234626], [-1.614179, -1.118367, -3.107518], [-2.474515, -0.559542, -2.720369], [-1.646313, -1.159399, -4.204567], [-1.645305, -2.132961, -2.690772], [-0.214398, 1.254736, -3.507932], [0.724661, 1.818198, -3.441196], [-0.447340, 1.025489, -4.557853], [-1.019145, 1.863010, -3.070996], [2.019376, -0.285075, -0.716952], [2.952236, -0.491361, -0.088425], [-2.378221, -0.733902, -0.047477], [-1.790044, -1.197881, 0.035189], [-2.329861, 0.664707, 4.171072], [-1.174046, -0.203200, 4.301882], [-1.197618, -1.446053, 4.908775], [0.071012, -1.930305, 4.874569], [0.851207, -0.978710, 4.242667], [2.279622, -1.096208, 4.023356], [0.107478, 0.131041, 3.945701], [0.744858, 1.752699, 3.346536], [-3.101534, 0.156077, 3.575407], [-2.036101, 1.592631, 3.667610], [-2.750253, 0.917011, 5.156035], [-2.112824, -1.871325, 5.288273], [0.488371, -2.861053, 5.221256], [2.840583, -1.020291, 4.965776], [2.486239, -2.070189, 3.560080], [2.605068, -0.293242, 3.353983]],
  "forces_ev_per_a": [[-0.7, -0.4, -0.5], [0.1, -0.1, -0.6], [0.3, 0.5, 0.3], [-1.4, 0.0, -0.4], [0.3, -0.2, 0.1], [0.2, 0.0, 0.2], [-0.1, -0.2, -0.1], [0.1, 0.2, -0.2], [-0.1, 0.0, -0.1], [0.1, -0.2, -0.2], [-0.2, -0.1, 0.2], [-0.1, 0.2, -0.2], [-0.1, 0.1, 0.0], [-0.2, 0.0, -0.1], [0.1, 0.3, 0.2], [0.2, -0.1, -0.2], [3.1, 0.0, 2.0], [-1.7, 0.1, -1.1], [0.2, -0.3, 0.1], [-0.4, 0.2, -0.1], [-0.6, 0.2, 0.0], [0.9, 0.4, 0.1], [0.5, 0.0, -0.3], [-0.4, 0.4, -0.3], [-0.5, 0.8, 0.2], [0.6, -0.2, -0.1], [-0.7, -1.9, 0.6], [0.5, 0.6, 0.4], [0.2, 0.2, 0.2], [0.0, -0.3, 0.2], [0.2, -0.1, -0.3], [0.1, 0.0, 0.0], [-0.1, 0.1, 0.0], [-0.3, 0.0, -0.2], [0.0, 0.3, 0.1], [-0.1, -0.2, 0.2]],
  "lowdin_charge": [0.5153, 0.0353, 0.0117, 0.6619, -0.3090, 0.0481, 0.0399, 0.0447, -0.3284, 0.0290, 0.0412, 0.0371, -0.3073, 0.0330, 0.0479, 0.0358, -0.0973, 0.0709, 0.0208, 0.0192, -0.0278, -0.1250, -0.0164, -0.0138, -0.1257, -0.0236, -0.7053, 0.5762, 0.1074, 0.0483, 0.1123, 0.1365, 0.1362, 0.1117, 0.1070, 0.0525],
  "largest_force_ev_per_a": 3.663,
  "lumo_ev": -3.50,
  "total_charge": 1,
  "homo_ev": -10.635,
  "orbital_gap_ha": 0.2623,
  "e_tot_ev": -94021.9228
}



(6)
{
  "formula": "C18H24N6O2",
  "method": "ωB97M-V/def2-TZVPD",
  "symbols": ["C", "O", "C", "C", "C", "C", "N", "C", "N", "C", "N", "C", "N", "C", "C", "C", "C", "C", "O", "C", "N", "N", "C", "C", "C", "C", "H", "H", "H", "H", "H", "H", "H", "H", "H", "H", "H", "H", "H", "H", "H", "H", "H", "H", "H", "H", "H", "H", "H", "H"],
  "xyz": [[-2.088940, -6.275334, -2.943939], [-1.612667, -5.316861, -4.013464], [-1.105471, -4.100377, -3.462504], [-0.874289, -3.055542, -4.491487], [0.041767, -1.839072, -4.091055], [0.422238, -1.675846, -2.671990], [0.781307, -0.550308, -2.421267], [1.126605, -0.215482, -1.170576], [1.693460, 0.851065, -0.695477], [1.881550, 1.394923, 0.414833], [2.349370, 2.649483, 0.455931], [2.765370, 3.194053, 1.528730], [2.014735, 2.613759, 2.882280], [0.608156, 3.020705, 2.926476], [-0.348935, 2.539754, 1.965612], [-0.633807, 3.370352, 0.840341], [-1.917900, 3.944070, 0.660586], [-2.358615, 3.823936, 2.193292], [-1.828316, 2.728489, 2.694787], [2.199206, 1.336160, 2.738605], [2.095413, 0.623340, 1.667872], [0.801178, -1.058351, -0.193916], [0.047372, -2.276049, -0.185694], [-0.302539, -3.106166, 0.838563], [-0.234758, -2.601043, -1.637391], [-0.971934, -3.731257, -2.215579], [-2.847388, -5.922799, -2.359689], [-2.443568, -6.946012, -3.690227], [-1.138397, -6.532200, -2.327104], [-0.844194, -3.421697, -5.411193], [0.203532, -1.157657, -4.903796], [1.850844, 1.535511, -1.550441], [3.656462, 3.036741, 1.946678], [2.504167, 4.280329, 1.853876], [0.131735, 2.764963, 3.990035], [0.734335, 4.196584, 3.126566], [-0.314863, 1.501911, 1.867817], [-0.484977, 2.661302, -0.119979], [0.148781, 4.002577, 0.892066], [-2.091641, 5.056630, 0.241523], [-2.692105, 3.383553, -0.019032], [-3.584128, 3.816742, 2.386158], [-1.823410, 4.663088, 2.729798], [3.289425, 1.015763, 3.268597], [1.708530, 0.890456, 3.310144], [1.617927, -0.297057, 1.405383], [-1.165272, -3.199718, 0.827252], [0.072669, -2.791172, 1.606486], [0.199793, -4.191283, 0.668543], [-1.237811, -4.634956, -1.353032]],
  "forces_ev_per_a": [[4.6, 0.3, -2.7], [0.2, 2.0, 3.3], [-1.2, 0.9, -5.3], [5.1, 3.4, 6.8], [-4.2, -6.4, -0.4], [-6.8, -7.3, -1.9], [5.6, 9.8, 2.3], [-3.7, -6.6, 0.8], [0.3, 3.0, -10.3], [5.7, 4.0, 9.9], [-3.4, -4.0, -6.7], [-3.5, 4.5, 8.1], [-0.8, 5.5, -2.6], [1.5, 3.1, 5.4], [-5.2, 0.5, 2.8], [2.2, -3.9, -6.5], [-6.3, 2.4, 0.2], [-3.0, 3.5, -0.7], [2.8, -4.0, 0.4], [10.8, 0.9, 1.7], [-2.7, -2.9, -13.5], [-1.7, -3.9, 4.1], [3.2, 5.6, -11.2], [10.9, -5.7, -5.1], [1.0, 0.3, -0.6], [0.7, -2.5, 7.5], [-2.0, 1.3, 1.5], [-0.2, -1.7, 0.5], [-1.9, -0.2, -1.1], [-0.6, -0.8, -4.4], [0.6, 0.5, 0.3], [-0.1, -1.2, 2.5], [4.4, -0.7, 0.5], [0.5, -1.0, -1.9], [1.2, -0.1, -2.0], [-0.9, -2.2, -1.2], [0.0, -1.6, -0.4], [0.3, 1.7, 1.7], [2.3, 2.8, -0.9], [1.2, -2.3, 1.2], [1.7, 0.4, 1.3], [3.2, 0.3, -0.5], [-1.2, 0.3, -0.5], [-1.5, 1.0, -1.1], [-8.0, -6.5, 9.9], [0.5, 1.1, 1.7], [-14.5, -1.9, 0.5], [3.6, 3.3, 9.1], [-1.2, 2.3, 0.2], [0.6, 2.8, -2.4]],
  "lowdin_charge": [-0.0300, -0.1158, -0.3062, 0.0959, 0.0901, -0.2789, 0.1485, -0.3638, 0.1551, -0.3338, 0.0881, -0.2241, -0.0640, -0.1637, -0.2163, -0.2524, -0.1673, -0.3295, -0.1418, -0.4758, 0.1176, 0.1587, -0.1563, -0.0010, -0.0078, -0.0300, 0.0447, 0.0802, 0.1221, 0.0387, 0.0823, 0.2386, 0.0716, 0.1416, 0.1739, 0.1698, 0.1274, 0.1676, 0.0771, 0.1531, 0.1313, 0.1704, 0.1163, 0.1812, 0.0249, 0.1375, -0.0132, 0.0120, 0.1936, 0.1619],
  "largest_force_ev_per_a": 14.652,
  "lumo_ev": -0.75,
  "homo_ev": -7.892,
  "orbital_gap_ha": 0.2625,
  "smiles": "COc1ccc2nc(NC3=NCN(C[C@@H]4CCCO4)CN3)nc(C)c2c1",
  "e_above_lowest_kj_mol": 1680.4,
  "e_tot_ev": -32073.8413
}